a) C7H13N4 | ωB97M-V/def2-TZVPD

Net charge   +1
Kohn-Sham gap   8.9370 eV

XYZ file:
```
24
C7H13N4 | OMol25 | ωB97M-V/def2-TZVPD
C -5.075 0.416 0.409
N -3.935 0.188 -0.400
C -2.754 0.213 -0.217
C -1.388 0.442 -0.243
N -0.011 -0.325 -0.175
C -0.254 -1.769 -0.150
C 1.373 0.012 -0.115
N 2.356 -0.874 -0.033
C 3.644 -0.204 0.083
C 3.282 1.291 -0.029
N 1.835 1.260 -0.104
H -5.676 1.169 -0.101
H -5.656 -0.505 0.456
H -4.830 0.751 1.420
H -1.184 1.486 -0.437
H 0.347 -2.283 -0.903
H -0.041 -2.185 0.839
H -1.298 -1.959 -0.384
H 2.251 -1.868 0.040
H 4.314 -0.528 -0.715
H 4.108 -0.442 1.043
H 3.607 1.866 0.843
H 3.705 1.756 -0.924
H 1.281 2.091 -0.205
```

---

b) C7H13N4 | ωB97M-V/def2-TZVPD

Net charge   +1
Kohn-Sham gap   10.1810 eV

XYZ file:
```
24
C7H13N4 | OMol25 | ωB97M-V/def2-TZVPD
C 0.697 1.222 -1.464
C 0.477 0.628 -0.096
C 1.341 1.316 0.950
C -1.132 0.469 0.240
C -2.223 0.784 0.978
N -3.066 -0.229 0.832
N -2.626 -1.048 -0.069
N -1.448 -0.634 -0.446
C -0.447 -1.343 -1.157
C 0.734 -0.882 -0.273
N 0.528 -1.545 1.176
H 1.539 0.882 -2.035
H 0.873 2.222 -1.400
H -0.063 1.232 -2.207
H 1.285 0.931 2.016
H 1.127 2.343 0.985
H 2.320 1.131 0.667
H -2.472 1.665 1.467
H -0.286 -0.861 -2.228
H -0.501 -2.406 -1.305
H 1.804 -1.025 -0.615
H -0.363 -1.874 0.917
H 0.631 -0.690 1.715
H 1.271 -2.288 1.352
```

---

The calculated energies rank the structures as follows, beginning with the most stable: a), b).

---

a) C19H24N4O3 | ωB97M-V/def2-TZVPD

Kohn-Sham gap   7.8896 eV

XYZ file:
```
50
C19H24N4O3 | OMol25 | ωB97M-V/def2-TZVPD
C -0.743 -3.471 -0.472
C 0.646 -2.846 -0.453
C 0.896 -2.090 0.874
N 2.228 -1.521 0.870
C 2.467 -0.229 0.486
C 3.666 0.150 -0.162
C 3.881 1.453 -0.502
C 2.946 2.464 -0.228
N 3.255 3.759 -0.658
O 4.321 3.952 -1.224
O 2.445 4.674 -0.468
C 1.739 2.119 0.444
N 0.838 3.071 0.780
C -0.469 2.831 1.318
C -1.449 2.292 0.261
O -2.613 1.886 0.942
C -3.656 1.377 0.223
C -3.656 1.184 -1.153
C -4.777 0.654 -1.773
C -5.896 0.312 -1.039
C -5.896 0.503 0.335
C -4.787 1.030 0.963
C 1.543 0.776 0.773
C 3.217 -2.569 0.722
C 2.995 -3.327 -0.599
N 1.653 -3.867 -0.687
H -0.866 -4.151 0.368
H -1.508 -2.702 -0.412
H -0.878 -4.031 -1.393
H 0.736 -2.123 -1.275
H 0.137 -1.322 0.999
H 0.819 -2.790 1.714
H 4.410 -0.580 -0.428
H 4.785 1.742 -1.016
H 1.052 3.998 0.419
H -0.426 2.118 2.146
H -0.854 3.773 1.713
H -1.678 3.077 -0.473
H -0.991 1.444 -0.267
H -2.797 1.444 -1.752
H -4.767 0.510 -2.843
H -6.765 -0.099 -1.530
H -6.765 0.241 0.919
H -4.768 1.188 2.030
H 0.646 0.522 1.309
H 4.223 -2.161 0.789
H 3.081 -3.264 1.561
H 3.711 -4.145 -0.696
H 3.132 -2.639 -1.439
H 1.535 -4.620 -0.015
```

---

b) C19H24N4O3 | ωB97M-V/def2-TZVPD

Kohn-Sham gap   8.5536 eV

XYZ file:
```
50
C19H24N4O3 | OMol25 | ωB97M-V/def2-TZVPD
C -2.867 -2.611 4.780
C -1.803 -1.951 4.029
C -0.960 -1.389 3.390
C 0.066 -0.703 2.611
C -0.415 0.527 1.804
N -0.921 0.220 0.475
C -2.086 -0.433 0.224
O -2.841 -0.851 1.085
C -2.372 -0.598 -1.215
N -1.558 -0.128 -2.205
C -2.119 -0.456 -3.339
N -3.293 -1.130 -3.134
C -4.197 -1.654 -4.033
C -5.294 -2.280 -3.566
C -5.519 -2.400 -2.156
C -4.633 -1.886 -1.270
C -3.475 -1.227 -1.761
C 0.754 1.498 1.660
O 0.818 2.532 2.299
N 1.726 1.101 0.802
C 2.879 1.936 0.502
C 2.495 3.023 -0.490
O 2.206 2.395 -1.735
C 4.017 1.046 0.012
C 5.292 1.804 -0.331
C 6.439 0.861 -0.673
H -3.437 -1.882 5.356
H -3.554 -3.117 4.101
H -2.461 -3.349 5.471
H 0.841 -0.357 3.302
H 0.551 -1.406 1.928
H -1.176 1.050 2.383
H -0.447 0.599 -0.332
H -1.743 -0.244 -4.327
H -3.964 -1.527 -5.079
H -6.003 -2.691 -4.270
H -6.408 -2.906 -1.805
H -4.759 -1.952 -0.199
H 1.606 0.249 0.279
H 3.170 2.432 1.431
H 1.626 3.557 -0.100
H 3.319 3.737 -0.593
H 1.709 3.005 -2.286
H 4.230 0.310 0.794
H 3.681 0.492 -0.870
H 5.106 2.468 -1.178
H 5.577 2.442 0.512
H 7.345 1.411 -0.929
H 6.672 0.206 0.169
H 6.181 0.228 -1.524
```

---

The calculated energies rank the structures as follows, beginning with the most stable: b), a).

---

a) C2H11NO3 | ωB97M-V/def2-TZVPD

Kohn-Sham gap   10.4624 eV

XYZ file:
```
17
C2H11NO3 | OMol25 | ωB97M-V/def2-TZVPD
C -0.357 -0.159 0.777
N 0.023 -1.144 0.114
C 0.744 -2.207 0.774
H -0.951 0.648 0.348
H -0.119 0.030 1.832
H -0.001 -2.919 1.102
H 1.429 -1.954 1.583
H 1.292 -2.786 0.027
O -0.280 -1.382 -3.266
H -0.901 -1.899 -2.749
H 0.304 -0.943 -2.639
O 2.823 0.367 -2.228
H 3.279 1.103 -1.794
H 2.068 0.861 -2.607
O -3.026 3.787 3.945
H -3.266 3.522 3.045
H -2.308 4.418 3.823
```

---

b) C2H11NO3 | ωB97M-V/def2-TZVPD

Kohn-Sham gap   10.5821 eV

XYZ file:
```
17
C2H11NO3 | OMol25 | ωB97M-V/def2-TZVPD
C -0.142 -0.903 -0.602
N -0.324 0.231 -0.043
C 0.370 1.407 -0.700
H -0.960 -1.586 -0.425
H 0.403 -1.189 -1.478
H -0.088 2.213 -0.210
H -0.022 1.441 -1.739
H 1.472 1.588 -0.554
O -2.363 2.594 -4.425
H -2.409 3.381 -5.061
H -2.940 1.973 -4.862
O 0.239 -1.078 4.048
H -0.289 -0.874 4.820
H -0.198 -0.502 3.362
O 2.262 -3.191 2.789
H 3.211 -3.113 2.314
H 1.778 -2.394 2.765
```

---

The calculated energies rank the structures as follows, beginning with the most stable: a), b).

---

a) C2H11NO3 | ωB97M-V/def2-TZVPD

Kohn-Sham gap   9.9765 eV

XYZ file:
```
17
C2H11NO3 | OMol25 | ωB97M-V/def2-TZVPD
C -1.425 -0.157 -1.714
N -2.147 -0.080 -0.465
C -1.817 -1.126 0.519
O -2.971 -1.916 0.761
H -1.830 -1.003 -2.279
H -0.347 -0.251 -1.664
H -1.737 0.630 -2.402
H -1.960 0.803 0.009
H -0.968 -1.687 0.126
H -1.586 -0.640 1.468
H -3.640 -1.430 0.268
O 3.261 0.124 -0.155
H 3.821 -0.479 0.349
H 3.586 -0.079 -1.043
O 3.042 2.277 2.412
H 3.827 1.958 1.947
H 2.890 3.057 1.862
```

---

b) C2H11NO3 | ωB97M-V/def2-TZVPD

Kohn-Sham gap   10.1113 eV

XYZ file:
```
17
C2H11NO3 | OMol25 | ωB97M-V/def2-TZVPD
C 2.482 1.135 0.159
N 1.961 0.096 -0.812
C 1.381 -1.083 -0.049
O 0.371 -0.872 0.996
H 3.567 1.258 0.417
H 2.078 1.959 -0.395
H 1.941 1.164 1.133
H 1.083 0.381 -1.394
H 2.125 -1.663 0.475
H 0.878 -1.682 -0.939
H 0.210 0.053 0.954
O -2.052 -0.317 -1.874
H -2.920 -0.770 -2.136
H -2.441 0.354 -1.368
O -3.502 0.309 1.370
H -2.920 -0.041 2.032
H -4.241 -0.281 1.433
```

---

The calculated energies rank the structures as follows, beginning with the most stable: a), b).

---

a) C7H16O | ωB97M-V/def2-TZVPD

Kohn-Sham gap   9.7937 eV

XYZ file:
```
24
C7H16O | OMol25 | ωB97M-V/def2-TZVPD
C -2.447 3.676 -0.320
C -1.571 2.739 -0.006
C -1.834 1.275 0.063
O -0.256 3.087 0.212
H -3.448 3.413 -0.627
H -2.176 4.720 -0.331
H -2.810 0.972 -0.320
H -1.082 0.726 -0.510
H -1.772 0.882 1.084
H 0.102 2.534 0.915
C 0.019 -2.221 0.608
C 1.379 -2.083 -0.082
C 1.267 -1.434 -1.454
C 2.341 -1.323 0.826
H 0.107 -2.912 1.447
H -0.299 -1.258 1.019
H -0.757 -2.536 -0.089
H 1.782 -3.094 -0.213
H 2.238 -1.382 -1.949
H 0.883 -0.413 -1.380
H 0.573 -1.994 -2.085
H 2.460 -1.838 1.782
H 3.338 -1.218 0.392
H 1.961 -0.316 1.018
```

---

b) C7H16O | ωB97M-V/def2-TZVPD

Kohn-Sham gap   8.2622 eV

XYZ file:
```
24
C7H16O | OMol25 | ωB97M-V/def2-TZVPD
C -1.815 2.064 -0.475
C -1.521 0.997 0.600
C -0.091 0.474 0.712
C 0.352 -0.446 -0.478
C 1.507 -1.779 0.543
C 1.833 -0.664 -0.268
C 2.849 0.517 -0.450
H -2.724 2.735 -0.474
H -0.955 2.751 -0.413
H -1.593 1.723 -1.483
H -1.819 1.460 1.554
H -2.243 0.157 0.647
H 0.418 1.495 0.797
H -0.013 -0.303 1.472
H 0.105 0.122 -1.370
H -0.392 -1.269 -0.470
H 2.221 -2.304 1.240
H 2.303 -1.661 -0.597
H 3.304 0.421 -1.479
H 3.530 0.517 0.389
H 2.411 1.545 -0.491
H -1.748 -2.745 0.332
H -3.301 -3.167 0.247
O -2.619 -2.638 -0.085
```

---

The calculated energies rank the structures as follows, beginning with the most stable: a), b).

---

a) C7H16O | ωB97M-V/def2-TZVPD

Kohn-Sham gap   9.7995 eV

XYZ file:
```
24
C7H16O | OMol25 | ωB97M-V/def2-TZVPD
C 1.046 -1.805 3.679
C 0.957 -0.841 2.431
C 0.161 -1.378 1.476
C -0.415 -0.590 0.262
C -0.745 0.884 0.531
C 0.352 1.814 -0.135
C 0.203 2.340 -1.594
H 0.370 -1.471 4.457
H 2.008 -1.741 4.105
H 0.723 -2.763 3.207
H 1.437 0.085 2.454
H -0.146 -2.420 1.520
H -1.283 -1.311 -0.200
H 0.196 -0.761 -0.692
H -1.814 1.127 0.314
H -0.559 1.057 1.655
H 1.119 1.118 0.017
H 0.491 2.664 0.595
H 1.321 2.538 -1.823
H -0.373 1.634 -2.203
H -0.518 3.094 -1.518
O -1.716 -1.209 -5.902
H -0.817 -1.581 -6.119
H -1.999 -0.485 -6.519
```

---

b) C7H16O | ωB97M-V/def2-TZVPD

Kohn-Sham gap   9.7317 eV

XYZ file:
```
24
C7H16O | OMol25 | ωB97M-V/def2-TZVPD
C -0.157 -2.684 1.112
C -0.994 -1.436 1.164
C -0.642 -0.218 1.607
C -1.625 0.924 1.581
C 0.712 0.146 2.158
H 0.861 -2.513 1.499
H -0.083 -3.035 0.069
H -0.635 -3.474 1.716
H -2.020 -1.546 0.790
H -1.787 1.307 2.603
H -1.236 1.745 0.956
H -2.596 0.599 1.170
H 0.598 0.510 3.193
H 1.410 -0.708 2.161
H 1.148 0.954 1.547
C -0.260 1.493 -2.851
O 0.939 1.759 -2.150
C 1.842 0.680 -2.284
H -0.927 2.361 -2.716
H -0.767 0.595 -2.462
H -0.077 1.355 -3.930
H 1.424 -0.254 -1.871
H 2.114 0.506 -3.339
H 2.756 0.935 -1.723
```

---

The calculated energies rank the structures as follows, beginning with the most stable: b), a).

---

a) C3H4F2O | ωB97M-V/def2-TZVPD

Kohn-Sham gap   8.4707 eV

XYZ file:
```
10
C3H4F2O | OMol25 | ωB97M-V/def2-TZVPD
C 0.188 0.135 0.872
C 1.211 -0.093 -0.299
C -0.572 -0.802 0.019
O -1.657 -0.589 -0.722
F 2.219 -0.949 -0.395
F -0.340 -2.094 0.382
H 0.365 -0.289 1.824
H -0.266 1.077 1.100
H 0.997 0.374 -1.220
H -2.345 -0.107 -0.217
```

---

b) C3H4F2O | ωB97M-V/def2-TZVPD

Kohn-Sham gap (alpha / beta)   9.8038 / 9.8025 eV

XYZ file:
```
10
C3H4F2O | OMol25 | ωB97M-V/def2-TZVPD
C 0.530 -2.043 0.104
C 0.519 -0.798 -0.208
C -0.793 1.544 -0.110
O -1.165 0.333 -0.439
F 1.398 0.055 -0.625
F -0.376 1.696 1.232
H 1.515 -2.455 0.274
H -0.267 -2.424 0.715
H -1.523 2.355 -0.293
H 0.162 1.737 -0.649
```

---

The calculated energies rank the structures as follows, beginning with the most stable: a), b).

---

a) C3H4F2O | ωB97M-V/def2-TZVPD

Kohn-Sham gap   10.5731 eV

XYZ file:
```
10
C3H4F2O | OMol25 | ωB97M-V/def2-TZVPD
C 0.990 0.813 0.368
C 0.299 -0.394 -0.199
C -1.129 -0.675 -0.315
H 1.141 1.674 -0.618
H 2.197 0.493 0.862
H 0.129 1.150 1.205
H -1.343 -1.588 -1.050
O 1.103 -1.311 -0.421
F -1.724 0.562 -0.753
F -1.663 -0.726 0.920
```

---

b) C3H4F2O | ωB97M-V/def2-TZVPD

Kohn-Sham gap   10.7562 eV

XYZ file:
```
10
C3H4F2O | OMol25 | ωB97M-V/def2-TZVPD
O -1.168 -1.132 -0.594
C 0.101 -0.920 -0.016
F 0.667 -2.111 0.346
C 0.202 0.337 0.763
C 1.064 0.188 -0.448
F 2.387 0.092 -0.296
H -1.354 -2.057 -0.424
H 0.786 0.318 1.663
H -0.765 0.967 0.717
H 0.682 0.711 -1.230
```

---

The calculated energies rank the structures as follows, beginning with the most stable: b), a).

---

a) C14H44N3O8 | ωB97M-V/def2-TZVPD

Net charge   +1
Kohn-Sham gap   9.8695 eV

XYZ file:
```
69
C14H44N3O8 | OMol25 | ωB97M-V/def2-TZVPD
N 0.266 0.305 -0.635
H -0.235 1.006 -0.058
H -0.053 0.296 -1.604
H 0.083 -0.684 -0.278
H 1.269 0.444 -0.508
C -2.257 3.652 0.445
C -1.364 3.087 1.545
C -2.052 1.852 2.153
O -2.122 0.864 1.118
C -3.382 0.225 0.990
N -0.024 2.667 1.025
H -2.427 2.899 -0.325
H -1.919 4.592 0.010
H -3.240 3.866 0.873
H -1.196 3.849 2.311
H -3.029 2.078 2.582
H -1.442 1.362 2.918
H -4.135 0.987 0.758
H -3.670 -0.258 1.928
H -3.362 -0.465 0.150
H 0.500 2.700 1.898
H 0.329 3.417 0.438
C 0.406 -1.488 2.696
C 0.459 -2.569 1.617
C -0.067 -3.909 2.170
O 0.151 -4.983 1.298
C -0.607 -6.157 1.577
N -0.484 -2.170 0.530
H 1.002 -1.842 3.540
H -0.583 -1.187 3.036
H 0.944 -0.628 2.298
H 1.458 -2.669 1.201
H -1.114 -3.874 2.503
H 0.491 -4.155 3.092
H -1.625 -5.872 1.837
H -0.114 -6.729 2.368
H -0.521 -6.779 0.690
H -0.807 -3.040 0.107
H -1.318 -1.808 0.988
C 0.087 -1.667 -4.096
C -1.403 -1.375 -4.053
O -2.086 -2.568 -3.632
O 0.655 -1.546 -2.761
H 0.590 -1.040 -4.832
H 0.324 -2.690 -4.400
H -1.788 -1.131 -5.052
H -1.701 -0.658 -3.278
H -3.006 -2.359 -3.460
H 0.158 -2.287 -2.381
C 1.519 2.881 -2.913
C 0.010 3.159 -2.795
O -0.660 1.900 -3.091
O 2.059 2.344 -1.704
H 2.045 3.802 -3.187
H 1.749 2.199 -3.729
H -0.351 3.835 -3.572
H -0.301 3.505 -1.814
H -0.572 1.744 -4.034
H 2.536 3.048 -1.258
C 3.602 0.922 0.860
C 3.596 1.051 2.381
O 4.034 2.372 2.737
O 2.992 -0.355 0.502
H 4.651 0.881 0.554
H 3.210 1.800 0.359
H 4.299 0.423 2.930
H 2.578 0.920 2.756
H 3.286 2.959 2.862
H 3.679 -0.952 0.820
```

---

b) C14H44N3O8 | ωB97M-V/def2-TZVPD

Net charge   +1
Kohn-Sham gap   7.7975 eV

XYZ file:
```
69
C14H44N3O8 | OMol25 | ωB97M-V/def2-TZVPD
N 24.038 -10.114 18.976
H 23.059 -9.977 18.770
H 24.284 -11.004 19.385
H 24.324 -9.304 19.507
H 24.593 -9.975 18.143
C 20.923 -8.385 17.314
C 21.560 -9.343 18.417
C 21.882 -10.674 17.803
O 23.018 -10.876 16.962
C 22.740 -10.912 15.626
N 22.687 -8.655 19.129
H 21.612 -7.981 16.573
H 20.207 -7.683 17.742
H 20.169 -8.962 16.779
H 20.817 -9.615 19.167
H 20.916 -10.942 17.377
H 22.013 -11.350 18.648
H 22.124 -10.037 15.421
H 22.255 -11.835 15.307
H 23.624 -10.602 15.068
H 22.839 -7.825 18.575
H 22.131 -8.291 19.890
C 22.087 -15.090 19.243
C 22.235 -13.460 19.223
C 21.567 -12.702 20.378
O 22.163 -11.334 20.481
C 21.337 -10.604 21.467
N 23.573 -13.190 18.806
H 22.932 -15.663 18.861
H 21.327 -15.385 18.520
H 21.789 -15.365 20.255
H 21.704 -13.217 18.303
H 21.787 -13.177 21.333
H 20.489 -12.769 20.231
H 20.284 -10.710 21.208
H 21.471 -9.535 21.301
H 21.484 -10.971 22.483
H 23.981 -14.037 19.175
H 23.974 -12.366 19.230
C 24.828 -8.001 16.895
C 25.802 -9.110 17.459
O 25.310 -10.387 17.369
O 24.158 -7.480 18.034
H 24.085 -8.341 16.174
H 25.195 -7.071 16.459
H 26.138 -8.938 18.482
H 26.621 -9.075 16.741
H 24.855 -10.361 16.524
H 23.502 -6.856 17.717
C 24.343 -7.875 20.649
C 24.321 -9.165 21.467
O 23.348 -10.066 21.041
O 25.085 -8.028 19.442
H 24.864 -7.104 21.217
H 23.372 -7.476 20.357
H 24.191 -8.880 22.511
H 25.249 -9.733 21.399
H 23.376 -10.719 21.745
H 25.489 -7.240 19.072
C 26.103 -12.297 19.043
C 27.521 -12.273 19.757
O 27.907 -11.032 19.729
O 25.347 -11.214 19.457
H 25.651 -13.275 19.210
H 26.263 -12.316 17.965
H 28.139 -13.006 19.238
H 27.318 -12.602 20.776
H 28.411 -10.894 18.924
H 26.018 -10.613 19.788
```

---

The calculated energies rank the structures as follows, beginning with the most stable: a), b).